Record 1
Density functional theory data (ωB97M-V with the def2-TZVPD basis set) for a molecular structure, C43H55ClMgN3O2P2S in a non-equilibrium geometry.

Its total charge is -1. The relative energy (zero: lowest compared OMol25 entry of this formula, charge and spin) comes out at 489.65 kcal per mole. The orbital gap is 5.06 eV. The calculation puts the LUMO energy at 0.0944 Ha.

Element x y z (Å)
Mg (0.228, 0.130, 0.205)
C (-1.541, 1.682, -4.707)
C (-1.573, 1.015, -3.353)
C (-1.955, 2.058, -2.266)
P (0.195, 0.144, -2.762)
C (1.583, 0.798, -3.811)
C (1.818, 2.277, -3.469)
C (1.583, 0.547, -5.314)
C (0.024, -1.606, -3.157)
C (-0.369, -2.068, -4.412)
C (-0.395, -3.411, -4.746)
C (-0.793, -3.884, -6.120)
C (-0.003, -4.308, -3.753)
C (0.334, -3.889, -2.484)
C (0.320, -2.524, -2.101)
N (0.645, -2.129, -0.831)
C (0.528, -2.929, 0.266)
C (-0.353, -4.012, 0.457)
C (-0.448, -4.643, 1.685)
C (0.298, -4.243, 2.792)
C (0.133, -4.896, 4.141)
C (1.153, -3.160, 2.629)
C (1.304, -2.532, 1.401)
P (2.191, -0.991, 1.079)
C (3.572, -1.433, -0.077)
C (4.359, -2.692, 0.282)
C (4.488, -0.236, -0.338)
C (2.883, -0.422, 2.696)
C (3.268, 1.061, 2.636)
C (4.005, -1.264, 3.305)
H (-2.527, 2.116, -4.906)
H (-1.310, 0.981, -5.508)
H (-0.819, 2.499, -4.730)
H (-2.259, 0.168, -3.302)
H (-0.355, 1.308, -1.394)
H (-2.758, 1.980, -0.202)
H (-2.125, 3.077, -2.578)
H (2.411, 0.220, -3.378)
H (1.201, 2.920, -4.099)
H (2.862, 2.551, -3.635)
H (1.567, 2.513, -2.432)
H (0.745, 1.039, -5.805)
H (1.540, -0.519, -5.536)
H (2.505, 0.944, -5.752)
H (-0.665, -1.337, -5.159)
H (-0.750, -3.069, -6.843)
H (-1.811, -4.284, -6.131)
H (-0.128, -4.678, -6.468)
H (0.032, -5.369, -3.983)
H (0.643, -4.626, -1.754)
H (-1.008, -4.310, -0.349)
H (-1.151, -5.464, 1.797)
H (-0.622, -5.682, 4.103)
H (-0.179, -4.166, 4.893)
H (1.066, -5.343, 4.492)
H (1.700, -2.796, 3.494)
H (3.012, -1.643, -0.991)
H (5.087, -2.503, 1.072)
H (4.902, -3.049, -0.596)
H (3.692, -3.489, 0.613)
H (5.169, -0.068, 0.499)
H (3.915, 0.681, -0.497)
H (5.096, -0.416, -1.227)
H (1.995, -0.488, 3.338)
H (4.207, 1.208, 2.099)
H (3.398, 1.449, 3.649)
H (2.489, 1.652, 2.151)
H (4.961, -1.019, 2.838)
H (3.838, -2.335, 3.185)
H (4.096, -1.054, 4.374)
C (-5.571, 6.322, 0.733)
C (-4.332, 5.482, 0.881)
C (-4.412, 4.141, 1.260)
C (-3.277, 3.357, 1.334)
C (-1.999, 3.880, 1.089)
C (-1.933, 5.224, 0.746)
C (-3.073, 6.014, 0.649)
S (-0.601, 2.900, 0.322)
O (-1.924, 0.064, -0.568)
O (0.433, 3.983, 0.257)
N (-0.095, 1.834, 1.574)
C (-0.566, 1.930, 2.837)
C (-0.699, 3.079, 3.603)
C (-1.141, 3.003, 4.935)
C (-1.483, 1.812, 5.521)
C (-1.442, 0.623, 4.751)
C (-1.856, -0.642, 5.229)
C (-1.894, -1.709, 4.377)
C (-1.496, -1.527, 3.034)
N (-1.045, -0.389, 2.576)
C (-1.006, 0.681, 3.411)
H (-6.467, 5.702, 0.732)
H (-5.549, 6.888, -0.199)
H (-5.658, 7.038, 1.554)
H (-5.380, 3.696, 1.458)
H (-3.390, 2.326, 1.651)
H (-0.958, 5.639, 0.528)
H (-2.975, 7.058, 0.372)
H (-0.421, 4.021, 3.152)
H (-1.199, 3.914, 5.519)
H (-1.800, 1.766, 6.556)
H (-2.158, -0.744, 6.266)
H (-2.231, -2.682, 4.711)
H (-1.552, -2.344, 2.323)
Cl (-1.538, 1.586, -0.779)
C (-2.547, -1.269, -0.344)
H (-3.172, -1.594, -1.172)
H (-3.017, -1.296, 0.636)

Record 2
Density functional theory data (ωB97M-V with the def2-TZVPD basis set) for a molecular structure, C43H56AsIrN5O3P2SSe2Si3 in a non-equilibrium geometry.

Its total charge is +1. The relative energy (zero: lowest compared OMol25 entry of this formula, charge and spin) comes out at 121.23 kcal per mole. The orbital gap is 5.17 eV. The calculation puts the LUMO energy at -0.1606 Ha.

Element x y z (Å)
Ir (0.187, 0.297, 0.468)
Se (-5.421, 0.373, 3.728)
P (-5.696, -0.352, 1.748)
C (-6.306, -2.069, 1.630)
C (-7.059, -2.612, 2.665)
C (-7.506, -3.918, 2.582)
C (-7.205, -4.682, 1.465)
C (-6.466, -4.137, 0.427)
C (-6.016, -2.831, 0.504)
C (-6.977, 0.645, 0.921)
C (-6.798, 1.405, -0.227)
C (-7.852, 2.175, -0.694)
C (-9.064, 2.191, -0.026)
C (-9.239, 1.431, 1.121)
C (-8.197, 0.659, 1.594)
C (-4.139, -0.315, 0.870)
C (-2.867, -0.800, 1.205)
N (-2.022, -0.250, 0.292)
N (-2.723, 0.484, -0.524)
N (-3.975, 0.477, -0.202)
P (-2.173, -2.128, 2.180)
Se (-0.027, -2.025, 2.075)
C (-2.758, -2.192, 3.898)
C (-1.879, -1.904, 4.932)
C (-2.305, -1.996, 6.244)
C (-3.606, -2.383, 6.524)
C (-4.484, -2.671, 5.492)
C (-4.063, -2.578, 4.178)
C (-2.722, -3.659, 1.373)
C (-2.656, -3.729, -0.016)
C (-2.979, -4.910, -0.659)
C (-3.367, -6.020, 0.077)
C (-3.418, -5.952, 1.460)
C (-3.081, -4.780, 2.112)
H (-7.263, -2.013, 3.543)
H (-8.084, -4.340, 3.390)
H (-7.548, -5.704, 1.404)
H (-6.239, -4.733, -0.444)
H (-5.443, -2.400, -0.305)
H (-5.846, 1.395, -0.736)
H (-7.722, 2.777, -1.581)
H (-9.876, 2.800, -0.393)
H (-10.180, 1.453, 1.650)
H (-8.320, 0.078, 2.500)
H (-0.863, -1.623, 4.697)
H (-1.621, -1.764, 7.047)
H (-3.932, -2.474, 7.548)
H (-5.497, -2.975, 5.704)
H (-4.738, -2.811, 3.370)
H (-2.338, -2.869, -0.591)
H (-2.928, -4.965, -1.737)
H (-3.620, -6.942, -0.426)
H (-3.715, -6.815, 2.036)
H (-3.091, -4.737, 3.190)
N (4.032, -0.764, -1.313)
C (2.744, -0.382, -1.193)
N (2.274, -0.565, 0.015)
C (3.305, -1.118, 0.748)
C (3.379, -1.522, 2.077)
C (4.577, -2.034, 2.525)
C (5.690, -2.145, 1.690)
C (5.637, -1.757, 0.368)
C (4.434, -1.242, -0.089)
H (4.597, -0.699, -2.144)
H (2.176, 0.037, -2.003)
H (2.519, -1.455, 2.722)
H (4.662, -2.352, 3.551)
H (6.604, -2.557, 2.086)
H (6.495, -1.851, -0.278)
C (-1.822, 1.296, 4.085)
Si (-0.021, 1.922, 4.197)
C (0.090, 3.260, 5.568)
C (1.211, 0.536, 4.689)
As (0.495, 2.309, 1.804)
Si (-1.044, 4.073, 1.056)
C (-1.069, 5.180, 2.641)
C (-2.876, 3.554, 0.910)
C (-0.280, 5.231, -0.263)
Si (2.699, 3.315, 1.830)
C (2.821, 4.315, 3.467)
C (4.003, 1.912, 1.938)
C (3.093, 4.441, 0.344)
H (-2.154, 0.759, 4.968)
H (-1.912, 0.621, 3.234)
H (-2.515, 2.118, 3.931)
H (-0.348, 2.869, 6.482)
H (-0.442, 4.170, 5.320)
H (1.117, 3.523, 5.794)
H (0.990, 0.117, 5.665)
H (2.232, 0.907, 4.713)
H (1.167, -0.269, 3.959)
H (-1.667, 4.731, 3.426)
H (-1.514, 6.139, 2.402)
H (-0.075, 5.372, 3.033)
H (-3.154, 2.880, 1.718)
H (-3.060, 3.038, -0.024)
H (-3.537, 4.414, 0.965)
H (0.208, 6.087, 0.197)
H (-1.048, 5.619, -0.925)
H (0.443, 4.700, -0.871)
H (2.958, 3.654, 4.316)
H (1.930, 4.907, 3.644)
H (3.665, 4.995, 3.440)
H (3.626, 1.054, 2.492)
H (4.917, 2.255, 2.420)
H (4.274, 1.575, 0.941)
H (2.609, 5.410, 0.422)
H (2.751, 3.954, -0.565)
H (4.162, 4.610, 0.251)
C (-0.413, 2.706, -3.156)
S (0.058, 1.884, -1.617)
O (-0.054, 0.453, -1.869)
O (1.414, 2.261, -1.224)
O (-0.895, 2.374, -0.608)
H (0.451, 3.090, -3.681)
H (-1.085, 3.506, -2.879)
H (-0.930, 1.960, -3.746)

Record 3
Density functional theory data (ωB97M-V with the def2-TZVPD basis set) for a molecular structure, C43H56BBr2IN8OTa in a non-equilibrium geometry.

Its total charge is +1. The orbital gap is 5.68 eV. The calculation puts the LUMO energy at -0.1545 Ha.

Element x y z (Å)
Ta (0.327, 0.453, -0.541)
Br (3.472, -4.005, 4.850)
C (2.958, -3.041, 3.286)
C (1.793, -2.281, 3.412)
C (1.365, -1.515, 2.329)
C (2.129, -1.449, 1.167)
O (1.696, -0.778, 0.073)
C (3.399, -2.097, 1.073)
C (4.289, -1.848, -0.123)
N (4.019, -2.393, -1.272)
C (4.572, -2.048, -2.478)
C (4.385, -2.973, -3.519)
C (4.716, -2.639, -4.838)
C (5.242, -1.379, -5.119)
C (5.530, -0.441, -4.080)
C (6.039, 0.823, -4.373)
C (6.090, 1.793, -3.385)
C (5.924, 1.361, -2.098)
N (5.537, 0.133, -1.729)
C (5.228, -0.759, -2.714)
C (3.786, -2.937, 2.150)
H (1.174, -2.352, 4.316)
H (0.448, -0.945, 2.352)
H (5.025, -1.052, -0.038)
H (3.898, -3.911, -3.281)
H (4.513, -3.341, -5.630)
H (5.508, -1.109, -6.156)
H (6.400, 1.046, -5.368)
H (6.286, 2.847, -3.649)
H (6.050, 2.083, -1.280)
H (4.751, -3.410, 2.183)
C (0.370, -4.731, -0.615)
C (-0.393, -3.685, -1.405)
C (0.422, -3.331, -2.659)
C (-0.846, -2.619, -0.461)
C (-1.460, -3.105, 0.696)
C (-2.182, -2.059, 1.264)
C (-3.257, -2.310, 2.290)
C (-4.534, -1.509, 2.044)
C (-3.502, -3.791, 2.274)
N (-1.914, -0.926, 0.600)
N (-1.032, -1.256, -0.568)
B (-2.128, 0.604, 1.000)
N (-2.443, 1.392, -0.315)
N (-1.466, 1.819, -1.286)
C (-2.146, 2.309, -2.351)
C (-3.507, 2.135, -2.158)
C (-3.656, 1.572, -0.856)
C (-4.959, 1.421, -0.134)
C (-6.018, 0.727, -1.009)
C (-5.490, 2.847, 0.165)
C (-1.594, 3.108, -3.527)
C (-1.876, 2.374, -4.869)
C (-0.146, 3.617, -3.413)
N (-0.939, 1.258, 1.779)
N (0.235, 1.658, 1.067)
C (1.034, 2.378, 1.956)
C (0.385, 2.410, 3.171)
C (-0.814, 1.656, 3.068)
C (-1.741, 1.381, 4.231)
C (-1.674, 0.008, 4.891)
C (-3.180, 1.895, 4.078)
C (2.322, 3.134, 1.706)
C (3.666, 2.377, 1.820)
C (2.376, 4.301, 2.691)
H (0.963, -5.358, -1.323)
H (-0.335, -5.421, -0.109)
H (1.070, -4.339, 0.152)
H (-1.327, -4.240, -1.706)
H (1.419, -2.932, -2.495)
H (-0.125, -2.637, -3.314)
H (0.560, -4.254, -3.232)
H (-1.474, -4.133, 1.023)
H (-2.845, -2.025, 3.280)
H (-4.791, -1.423, 0.974)
H (-4.498, -0.507, 2.514)
H (-5.393, -2.059, 2.457)
H (-3.609, -4.168, 1.255)
H (-4.353, -4.068, 2.865)
H (-2.646, -4.395, 2.629)
H (-3.190, 0.645, 1.671)
H (-4.277, 2.319, -2.937)
H (-4.807, 0.944, 0.844)
H (-6.260, 1.356, -1.898)
H (-6.946, 0.560, -0.452)
H (-5.697, -0.262, -1.382)
H (-5.657, 3.431, -0.747)
H (-4.773, 3.383, 0.783)
H (-6.432, 2.814, 0.776)
H (-2.294, 3.963, -3.534)
H (-1.231, 1.491, -4.962)
H (-1.697, 3.018, -5.727)
H (-2.916, 2.044, -4.928)
H (0.561, 2.775, -3.551)
H (0.053, 4.126, -2.460)
H (0.072, 4.295, -4.241)
H (0.779, 2.909, 4.097)
H (-1.278, 2.059, 4.953)
H (-2.211, -0.763, 4.301)
H (-2.111, 0.107, 5.895)
H (-0.621, -0.295, 5.007)
H (-3.730, 1.308, 3.338)
H (-3.112, 2.938, 3.721)
H (-3.669, 1.854, 5.040)
H (2.322, 3.548, 0.703)
H (3.915, 2.114, 2.871)
H (4.478, 3.005, 1.490)
H (3.720, 1.501, 1.185)
H (2.503, 3.937, 3.721)
H (1.465, 4.915, 2.730)
H (3.228, 4.937, 2.520)
Br (1.997, 2.265, -1.240)
I (0.734, -0.181, -3.236)

Record 4
Density functional theory data (ωB97M-V with the def2-TZVPD basis set) for a molecular structure, C43H57BaGeN8O5S2Se in a non-equilibrium geometry.

Its total charge is -1. The relative energy (zero: lowest compared OMol25 entry of this formula, charge and spin) comes out at 49.91 kcal per mole. The orbital gap is 7.12 eV. The calculation puts the LUMO energy at 0.0524 Ha.

Element x y z (Å)
Ba (0.497, 0.098, -1.454)
N (-0.390, 1.367, -3.587)
C (-1.674, 0.884, -4.070)
C (-2.671, 0.706, -2.920)
N (-2.245, -0.160, -1.828)
C (-2.939, 0.215, -0.586)
C (-2.081, 1.000, 0.397)
N (-0.867, 0.272, 0.735)
C (-2.450, -1.582, -2.082)
C (-1.383, -2.313, -2.892)
N (-0.115, -2.268, -2.185)
H (-0.488, 2.299, -3.196)
H (0.266, 1.464, -4.356)
H (-1.507, -0.062, -4.589)
H (-2.142, 1.576, -4.792)
H (-3.621, 0.351, -3.358)
H (-2.854, 1.703, -2.507)
H (-3.257, -0.686, -0.064)
H (-3.849, 0.789, -0.803)
H (-2.715, 1.201, 1.272)
H (-1.799, 1.966, -0.022)
H (-1.089, -0.723, 0.859)
H (-0.526, 0.576, 1.642)
H (-3.443, -1.760, -2.528)
H (-2.415, -2.073, -1.112)
H (-1.247, -1.889, -3.891)
H (-1.761, -3.341, -3.012)
H (0.531, -2.936, -2.594)
H (-0.279, -2.603, -1.225)
S (4.558, 3.449, -1.600)
C (3.341, 4.674, -1.772)
C (3.359, 5.985, -1.331)
C (2.270, 6.786, -1.612)
C (1.189, 6.290, -2.336)
C (1.170, 4.985, -2.780)
C (2.240, 4.146, -2.484)
N (2.366, 2.836, -2.837)
C (3.489, 2.332, -2.472)
C (3.934, 0.978, -2.734)
C (5.256, 0.820, -3.163)
C (5.745, -0.431, -3.470)
C (4.902, -1.521, -3.337)
C (3.603, -1.349, -2.884)
C (3.052, -0.106, -2.547)
H (4.205, 6.371, -0.782)
H (2.257, 7.812, -1.274)
H (0.353, 6.937, -2.551)
H (0.343, 4.606, -3.357)
H (5.890, 1.690, -3.275)
H (6.766, -0.556, -3.806)
H (5.271, -2.509, -3.577)
H (2.985, -2.233, -2.773)
C (3.955, -7.640, 0.277)
Ge (3.334, -5.865, -0.399)
C (4.768, -5.060, -1.520)
C (1.690, -6.075, -1.480)
C (2.917, -4.726, 1.169)
Se (2.156, -2.992, 0.670)
C (3.886, -2.067, 0.613)
H (4.179, -8.313, -0.545)
H (3.186, -8.099, 0.892)
H (4.853, -7.535, 0.880)
H (5.027, -5.719, -2.343)
H (5.666, -4.879, -0.937)
H (4.432, -4.114, -1.932)
H (1.687, -7.001, -2.048)
H (1.589, -5.245, -2.172)
H (0.833, -6.060, -0.814)
H (3.776, -4.526, 1.807)
H (2.146, -5.223, 1.753)
H (4.528, -2.498, -0.148)
H (4.365, -2.154, 1.587)
H (3.694, -1.021, 0.376)
C (-4.020, -3.177, 6.136)
C (-3.207, -3.276, 4.879)
C (-3.801, -3.409, 3.634)
C (-3.036, -3.501, 2.477)
C (-3.727, -3.641, 1.150)
C (-1.646, -3.458, 2.560)
C (-1.034, -3.344, 3.811)
C (0.455, -3.286, 3.957)
C (-1.821, -3.254, 4.948)
C (-0.798, -3.477, 1.298)
O (-0.021, -4.421, 1.098)
O (-0.948, -2.499, 0.524)
H (-5.059, -2.942, 5.915)
H (-3.618, -2.407, 6.793)
H (-3.987, -4.122, 6.680)
H (-4.881, -3.439, 3.558)
H (-4.528, -4.375, 1.213)
H (-3.028, -3.953, 0.379)
H (-4.171, -2.690, 0.852)
H (0.938, -3.825, 3.150)
H (0.761, -3.712, 4.911)
H (0.800, -2.251, 3.920)
H (-1.341, -3.161, 5.914)
O (-6.151, 5.808, 1.060)
S (-5.896, 7.018, 1.824)
O (-5.462, 8.163, 1.022)
O (-6.885, 7.316, 2.840)
C (-4.283, 6.764, 2.644)
N (-3.941, 7.525, 3.676)
C (-2.662, 7.568, 3.996)
C (-1.681, 6.887, 3.283)
C (-2.142, 6.089, 2.237)
N (-3.440, 6.032, 1.944)
C (-1.286, 5.258, 1.378)
C (-1.792, 4.863, 0.137)
C (-1.027, 4.030, -0.652)
N (0.168, 3.562, -0.305)
C (0.654, 3.956, 0.863)
C (-0.017, 4.803, 1.730)
H (-2.402, 8.184, 4.852)
H (-0.633, 6.993, 3.519)
H (-2.778, 5.194, -0.148)
H (-1.387, 3.715, -1.624)
H (1.635, 3.567, 1.110)
H (0.430, 5.075, 2.674)